48
Properties=species:S:1:pos:R:3:nbo_charge:R:1 method="wB97M-V/def2-TZVPD" s2=2.009 spin_multiplicity=3 orbital_gap_ha="0.261 / 0.176" homo_energy_ev="-8.08 / -7.96"
C 2.9479 3.6926 -0.6883 -0.60
C 3.9684 2.6035 -1.0077 -0.61
H 2.6887 4.3316 -1.5426 0.21
H 3.1533 4.2865 0.2047 0.21
H 2.0094 3.1531 -0.4548 0.18
H 3.5084 1.8674 -1.6844 0.20
H 4.8844 2.9854 -1.4906 0.21
H 4.2542 2.0460 -0.1022 0.21
C -2.2036 1.7622 -2.3211 0.06
C -3.5118 1.5076 -2.7262 -0.23
C -3.7751 0.3584 -3.4695 -0.16
C -2.7230 -0.5180 -3.7078 -0.21
H -1.9199 2.6502 -1.7607 0.22
H -4.2894 2.2117 -2.4484 0.23
H -4.7832 0.1266 -3.8111 0.23
H -2.8962 -1.4502 -4.2442 0.22
N -1.2097 0.9011 -2.5194 -0.45
C -1.4405 -0.2583 -3.1583 0.17
C -0.3957 -1.2806 -3.1133 0.17
N 0.7084 -1.0295 -2.3639 -0.46
C 1.6478 -1.9682 -2.1800 0.07
C 0.3911 -3.5127 -3.5250 -0.16
C 1.5233 -3.2336 -2.7507 -0.24
H 2.4852 -1.6709 -1.5437 0.23
H 2.3094 -3.9609 -2.5705 0.23
C -0.5728 -2.5379 -3.7154 -0.21
H -1.5022 -2.7160 -4.2585 0.22
H 0.2581 -4.4878 -3.9810 0.23
Pd 0.7137 0.8713 -1.2994 0.76
I -0.0751 2.8850 0.3379 -0.01
O 1.4918 -0.2771 0.5319 -0.76
C 0.2656 -0.4033 0.8950 0.73
O -0.7269 -0.3840 0.0851 -0.76
C -0.0402 -0.4940 2.4047 -0.03
C -0.8057 0.5089 2.9998 -0.16
C -1.0358 0.4917 4.3853 0.02
C -0.6411 -0.6140 5.1455 -0.15
C 0.0640 -1.6481 4.5337 0.01
C 0.3415 -1.6148 3.1475 -0.14
N 0.5344 -2.7285 5.3766 0.51
O 0.3522 -2.5980 6.6098 -0.37
O 1.0697 -3.7339 4.8786 -0.36
N -1.6948 1.6205 5.0419 0.51
O -2.2255 2.4997 4.3384 -0.37
O -1.7376 1.6195 6.2913 -0.37
H -1.2274 1.2969 2.3885 0.25
H -0.9424 -0.6922 6.1975 0.28
H 0.8050 -2.4650 2.6451 0.25

=====

10
Properties=species:S:1:pos:R:3:lowdin_charge:R:1 method="wB97M-V/def2-TZVPD" orbital_gap_ha=0.384 homo_energy_ev=-14.38 charge=+1
Rb 11.5493 5.0294 19.6779 1.73
O 9.4587 4.7769 19.9647 -0.34
H 8.9829 4.9440 20.7782 0.06
H 9.3639 5.5851 19.4608 0.01
O 13.2252 5.6177 18.9730 -0.42
H 13.2189 5.2013 18.1112 0.05
H 13.6000 6.4847 18.8179 0.08
O 12.6991 3.3046 19.8612 -0.29
H 12.3029 2.8328 19.1285 0.05
H 12.4932 2.7716 20.6292 0.07

=====

53
Properties=species:S:1:pos:R:3:nbo_charge:R:1 method="wB97M-V/def2-TZVPD" orbital_gap_ha=0.272 homo_energy_ev=-5.21 charge=-1
Ca 1.8445 1.0411 0.3243 1.76
O -2.5115 1.0340 0.5953 -0.68
C -1.5186 0.6817 -0.0338 0.78
O -0.3182 1.0573 0.2270 -0.94
C -1.7138 -0.2848 -1.1868 -0.17
C -0.6528 -0.7580 -1.9409 -0.17
C -0.8353 -1.6694 -2.9866 -0.27
C -2.1208 -2.0726 -3.2305 0.23
O -2.5716 -2.9475 -4.1844 -0.49
C -3.9789 -3.0623 -3.9803 0.24
O -4.3539 -2.1615 -2.9465 -0.50
C -3.1867 -1.6003 -2.4849 0.27
C -3.0212 -0.7102 -1.4613 -0.23
H 0.3510 -0.4206 -1.7219 0.20
H -0.0039 -2.0402 -3.5705 0.22
H -4.2200 -4.0859 -3.6819 0.15
H -4.5003 -2.7982 -4.9023 0.15
H -3.8381 -0.3446 -0.8562 0.25
F -2.9559 -2.5165 1.4359 -0.30
C -2.0990 -2.5901 2.4606 0.20
C -1.1176 -1.6956 2.6028 0.03
N -0.2160 -1.7595 3.6467 -0.40
C 0.8276 -0.7520 3.8330 -0.33
C 1.5197 -0.2959 2.5569 0.75
O 1.5091 -1.0257 1.5380 -0.78
O 2.0898 0.8300 2.6124 -0.81
C -0.3257 -2.7198 4.6274 0.79
O 0.4124 -2.7847 5.5922 -0.64
N -1.3456 -3.6286 4.4299 -0.63
C -2.2856 -3.6769 3.3991 0.60
O -3.1325 -4.5424 3.3603 -0.59
H -0.9936 -0.8834 1.9048 0.27
H 1.5954 -1.2001 4.4613 0.26
H 0.4433 0.1161 4.3662 0.22
H -1.4245 -4.3416 5.1397 0.43
C -0.6431 3.9626 -0.4936 -0.73
S 1.0055 3.9949 0.2602 0.24
C 1.9420 4.7099 -1.0393 -0.49
C 2.9434 4.0788 -1.6907 -0.33
S 3.5370 2.4912 -1.4161 -0.53
S 3.7364 5.0496 -2.9190 0.47
C 2.8207 6.5086 -2.7329 -0.57
S 3.0823 7.8695 -3.6177 -0.12
S 1.6357 6.3793 -1.4903 0.46
H -1.3058 3.5043 0.2389 0.26
H -0.6383 3.3599 -1.3981 0.23
H -0.9700 4.9779 -0.7096 0.21
N 4.7221 -0.5967 -1.2032 -0.67
N 4.0530 -0.2963 0.0280 -0.74
H 5.7257 -0.6351 -1.0651 0.33
H 4.5355 0.1696 -1.8416 0.37
H 4.6294 0.2551 0.6595 0.35
H 3.8373 -1.1747 0.4854 0.38

=====

15
Properties=species:S:1:pos:R:3:nbo_charge:R:1 method="wB97M-V/def2-TZVPD" orbital_gap_ha=0.408 homo_energy_ev=-10.19
O 0.8851 -1.2737 -1.9597 -0.70
C 1.0788 -0.6988 -0.6919 0.11
C 0.0413 -1.1025 0.3937 -0.46
C -0.4696 0.3364 0.3907 0.20
C -1.2356 1.0870 1.3777 -0.11
O -1.8282 0.6502 0.1567 -0.49
C 0.6412 0.7864 -0.5549 -0.47
H -0.0118 -1.0646 -2.2486 0.46
H 2.1230 -0.8955 -0.4299 0.18
H -0.6893 -1.8523 0.0705 0.23
H 0.4840 -1.4167 1.3436 0.22
H -1.5976 0.5921 2.2794 0.18
H -1.0914 2.1647 1.4638 0.18
H 0.2849 1.2357 -1.4866 0.23
H 1.3853 1.4516 -0.1043 0.22

=====

13
Properties=species:S:1:pos:R:3:nbo_charge:R:1 method="wB97M-V/def2-TZVPD" s2=2.005 spin_multiplicity=3 orbital_gap_ha="0.268 / 0.366" homo_energy_ev="-6.47 / -10.97"
C -0.6907 0.7712 -1.7165 -0.48
C -0.7626 1.6632 -0.4979 -0.48
C 0.3710 0.7359 -0.6918 -0.09
O 1.2123 -1.5205 2.6002 -1.10
Si 0.4189 -2.0094 1.2710 1.04
H -1.3950 -0.0471 -1.7725 0.22
H -0.4961 1.2207 -2.6847 0.21
H -0.6077 2.7295 -0.6246 0.21
H -1.5149 1.4362 0.2448 0.22
H 1.3826 1.0587 -0.8650 0.17
H 1.7843 -0.7563 2.5960 0.51
H 1.2050 -2.8955 0.4374 -0.22
H -0.9071 -2.3865 1.7036 -0.22

=====

82
Properties=species:S:1:pos:R:3:lowdin_charge:R:1 method="wB97M-V/def2-TZVPD" orbital_gap_ha=0.217 homo_energy_ev=-15.41 charge=+3
Ga -0.0308 0.5835 0.6088 0.68
O 1.3378 -1.1572 0.1161 -0.72
S 2.0937 -2.2589 -0.6805 1.10
C 2.9072 -1.3489 -2.0370 -0.27
C 1.9113 -0.8625 -3.0754 -0.23
C 2.2956 0.4903 -3.6951 -0.20
C 1.0456 1.3136 -3.9505 -0.26
S 0.4082 2.1462 -2.4380 1.14
O 0.4079 1.0640 -1.3210 -0.53
C -1.2814 2.2390 -3.0307 -0.42
C -2.1853 1.2110 -2.8200 -0.09
C -3.4456 1.3053 -3.3930 -0.04
C -3.7880 2.4148 -4.1561 -0.03
C -2.8704 3.4370 -4.3610 -0.02
C -1.6076 3.3525 -3.7935 -0.08
C 0.8315 -3.1443 -1.5967 -0.40
C -0.5074 -2.8227 -1.4747 -0.09
C -1.4349 -3.4966 -2.2560 -0.05
C -1.0104 -4.4773 -3.1422 -0.03
C 0.3340 -4.8150 -3.2280 -0.03
C 1.2665 -4.1565 -2.4422 -0.07
H 3.6685 -2.0160 -2.4434 0.11
H 3.3993 -0.5155 -1.5325 0.10
H 0.9446 -0.7427 -2.5906 0.07
H 1.7847 -1.6059 -3.8615 0.13
H 2.8224 0.3397 -4.6374 0.14
H 2.9725 1.0445 -3.0395 0.12
H 0.2498 0.7074 -4.3807 0.12
H 1.2471 2.1626 -4.6081 0.12
H -1.9020 0.3405 -2.2376 0.11
H -4.1555 0.4991 -3.2656 0.12
H -4.7670 2.4717 -4.6119 0.13
H -3.1231 4.2865 -4.9802 0.13
H -0.8728 4.1340 -3.9497 0.13
H -0.8215 -2.0520 -0.7786 0.09
H -2.4868 -3.2627 -2.1688 0.12
H -1.7336 -4.9981 -3.7540 0.12
H 0.6612 -5.5917 -3.9047 0.13
H 2.3148 -4.4245 -2.4953 0.13
C -2.3810 1.8834 4.2588 0.06
C -2.2591 1.3322 2.8721 -0.45
O -1.2553 0.7179 2.4611 -0.10
N -3.2459 1.5350 2.0243 0.13
C -3.0442 1.2205 0.6202 -0.07
C -2.1137 2.2763 0.0898 -0.22
C -2.5739 3.3567 -0.6449 0.03
C -1.6973 4.3907 -0.9393 0.00
C -0.3939 4.3246 -0.4634 -0.01
C -0.0031 3.2013 0.2406 -0.10
N -0.8314 2.1819 0.4937 0.00
H -1.4314 1.8247 4.7805 0.09
H -3.1317 1.3340 4.8292 0.12
H -2.6937 2.9273 4.2256 0.11
H -4.0577 2.0582 2.3188 0.18
H -4.0046 1.1964 0.1124 0.15
H -2.5717 0.2387 0.5260 0.12
H -3.6056 3.3986 -0.9664 0.15
H -2.0370 5.2459 -1.5073 0.14
H 0.2988 5.1389 -0.6203 0.14
H 1.0004 3.1053 0.6389 0.15
C 2.9639 -0.8183 5.0720 -0.14
N 1.5304 -1.0655 5.1630 -0.15
C 1.2488 -2.4910 5.0588 -0.14
N 1.7768 -3.0263 3.8102 -0.14
C 3.2078 -2.7570 3.6976 -0.14
N 3.4973 -1.3331 3.8168 -0.14
C 3.0945 -0.5560 2.6730 -0.26
P 1.2321 -0.7098 2.5104 1.11
C 0.7496 -0.2485 4.2899 -0.27
C 1.0372 -2.5759 2.6602 -0.25
H 3.4616 -1.3213 5.9013 0.15
H 3.1595 0.2521 5.1503 0.14
H 0.1727 -2.6651 5.1068 0.14
H 1.7136 -3.0059 5.8997 0.15
H 3.5730 -3.1310 2.7394 0.14
H 3.7318 -3.2863 4.4936 0.15
H 3.5895 -0.9210 1.7714 0.09
H 3.3617 0.4924 2.8217 0.11
H -0.3142 -0.4367 4.4277 0.09
H 0.9634 0.8092 4.4561 0.10
H 1.4230 -3.0652 1.7667 0.07
H -0.0210 -2.8226 2.7696 0.11

=====

21
Properties=species:S:1:pos:R:3:nbo_charge:R:1 method="wB97M-V/def2-TZVPD" orbital_gap_ha=0.376 homo_energy_ev=-14.03 charge=+1
C 1.0107 -2.1315 1.0977 -0.26
O -0.0332 -1.2430 1.5202 -0.55
C -0.1279 0.1101 1.1763 0.66
N 0.3390 1.1542 2.0066 -0.84
N 0.5180 0.3047 -0.2285 -0.45
C -0.2065 0.4283 -1.2724 0.44
C 0.3164 0.6275 -2.5856 -0.67
N -1.6737 0.5232 -1.2287 -0.57
C -2.2046 0.3398 -0.0607 0.41
N -1.5603 0.3007 1.0691 -0.50
H 0.5317 -3.1254 1.1933 0.22
H 1.9360 -1.9525 1.6503 0.20
H 1.2469 -1.9177 -0.0333 0.19
H 0.8667 0.7783 2.7979 0.40
H 1.0370 1.6208 1.4638 0.40
H -0.2164 -0.1323 -3.3243 0.24
H 1.3173 0.3798 -2.6447 0.27
H 0.0966 1.6518 -2.9232 0.26
H -2.1562 0.3242 -2.0976 0.45
H -3.3201 0.3671 0.0841 0.24
H -1.8974 0.3686 2.0203 0.46

=====

82
Properties=species:S:1:pos:R:3:lowdin_charge:R:1 method="wB97M-V/def2-TZVPD" s2=6.092 spin_multiplicity=5 orbital_gap_ha="0.228 / 0.222" homo_energy_ev="-12.71 / -13.12" charge=+2
Os 0.6367 1.7035 -0.7698 1.28
C -0.3887 -0.3757 1.5220 -0.18
C 0.2828 0.8013 1.9125 -0.18
C -1.1528 1.3639 0.1469 -0.44
C -1.1845 -0.0897 0.3922 -0.14
C -0.1658 1.9277 1.0889 -0.48
C -0.3582 -1.7127 2.2169 -0.01
H 0.3248 -1.7327 3.0863 0.09
H -0.0011 -2.4692 1.4972 0.08
H -1.3645 -2.0135 2.5788 0.11
C -2.0442 -0.9768 -0.4149 0.01
H -1.7390 -2.0282 -0.3662 0.10
H -1.9486 -0.6472 -1.4610 0.05
H -3.1081 -0.9502 -0.1286 0.12
C -2.2524 2.1813 -0.4598 -0.03
H -3.1797 1.6074 -0.5379 0.10
H -1.9394 2.4129 -1.4862 0.06
H -2.4755 3.1053 0.0844 0.09
C -0.2554 3.3487 1.5143 -0.05
H -1.2767 3.5559 1.8646 0.10
H -0.0516 3.9864 0.6435 0.08
H 0.4306 3.5674 2.3397 0.09
C 1.1066 0.9036 3.1312 -0.01
H 0.4749 0.8537 4.0375 0.13
H 1.6785 1.8411 3.1665 0.09
H 1.8143 0.0606 3.1916 0.08
C 2.7552 -2.9019 -1.0689 -0.11
C 2.5366 -2.8129 0.2529 -0.11
C 2.9908 -1.7490 1.2050 -0.16
C 4.4112 -1.1354 0.8160 -0.11
C 4.3586 0.1948 0.0245 -0.33
C 3.0674 0.3378 -0.6193 -0.30
C 2.3842 -0.4883 -1.5931 -0.26
C 3.0548 -1.8218 -2.0246 -0.16
H 3.1169 -2.2452 2.1984 0.14
H 5.0168 -1.8961 0.2806 0.13
H 2.2155 -0.9654 1.3317 0.08
H 4.1086 -1.6691 -2.3122 0.11
H 2.8168 -3.9408 -1.5153 0.14
H 2.0060 -3.6263 0.7386 0.11
H 2.5165 -2.0594 -2.9490 0.12
H 1.2939 -0.5624 -1.3128 0.10
H 2.7230 1.4300 -0.8170 -0.05
H 2.3294 0.1375 -2.5143 0.11
H 4.9455 -1.0241 1.7774 0.12
H 4.5781 0.9924 0.7587 0.11
P 5.0758 1.0903 -1.4670 0.95
C 5.9948 0.3702 -2.8631 -0.16
C 6.5072 1.7059 -0.5024 -0.18
P 3.0827 3.5544 -1.4280 0.87
C 4.4646 2.6113 -2.2726 -0.46
C 4.0921 4.0446 0.0723 -0.26
C 3.3023 4.9990 -2.5883 -0.25
H 5.5494 0.5886 -3.8424 0.07
H 6.1454 -0.7103 -2.8043 0.06
H 6.9877 0.8494 -2.8810 0.07
H 7.2896 1.9543 -1.2484 0.07
H 6.8402 0.8873 0.1675 0.08
H 6.2382 2.5862 0.1087 0.05
H 4.3327 5.1446 -2.9409 0.06
H 2.9265 5.9136 -2.1251 0.05
H 2.6709 4.7739 -3.4505 0.05
H 4.1077 2.3368 -3.2823 0.08
H 5.3691 3.2403 -2.4593 0.10
H 3.6078 4.9116 0.5323 0.05
H 5.1489 4.2843 -0.1155 0.05
H 4.0413 3.2517 0.8273 0.03
C -1.6181 -1.4494 -4.3403 -0.04
C -1.9478 0.0462 -4.2289 -0.62
C -1.6710 0.6874 -5.5921 -0.05
C -3.4487 0.1637 -3.9082 -0.04
C -1.1115 0.7370 -3.2173 -0.05
C -0.3132 1.1438 -2.3409 -0.23
H -2.1515 -1.8884 -5.1959 0.10
H -1.9297 -2.0097 -3.4509 0.08
H -0.5455 -1.5884 -4.5123 0.09
H -2.1427 0.1334 -6.4182 0.10
H -2.0462 1.7172 -5.6035 0.09
H -0.5915 0.6924 -5.7814 0.09
H -3.6815 -0.2174 -2.9047 0.07
H -3.7710 1.2089 -3.9791 0.09
H -4.0738 -0.4232 -4.6031 0.10

=====

4
Properties=species:S:1:pos:R:3:nbo_charge:R:1 method="wB97M-V/def2-TZVPD" orbital_gap_ha=0.269 homo_energy_ev=-10.55
N -0.4906 0.4270 0.0003 -0.56
Br 2.1452 -0.1094 0.0074 -0.10
H -0.8028 -0.1996 -0.7677 0.33
H -0.8519 -0.1179 0.7599 0.33

=====

| no. | E (eV) |
| --- | --- |
| 1 | -49797.6662 |
| 2 | -6882.8294 |
| 3 | -116606.2761 |
| 4 | -9407.5644 |
| 5 | -13161.2056 |
| 6 | -128661.4143 |
| 7 | -13363.8690 |
| 8 | -51904.5255 |
| 9 | -71561.7902 |